This record from the Open Molecules 2025 dataset describes C26H78O34S2Y as an isolated structure. The level of theory is ωB97M-V/def2-TZVPD.

Each line ends with the Mulliken charge.
Element x y z (Å)
1 Y -0.3178 0.2117 -0.2397  -2.893
2 S 1.4393 0.4356 -2.6044  1.258
3 O 1.5203 0.9533 -1.2328  -0.313
4 O 1.2665 1.4256 -3.5899  -0.768
5 O 2.5393 -0.5062 -2.9271  -1.313
6 O 0.1582 -0.2208 -2.3644  0.730
7 S -1.7180 2.5697 -1.1958  1.496
8 O -1.2281 3.1994 -2.3556  -0.897
9 O -0.6354 2.4513 -0.2171  0.834
10 O -2.8476 3.2790 -0.7141  -1.073
11 O -1.9825 1.1573 -1.3732  0.778
12 C -6.3705 -1.9659 -0.0147  -0.525
13 C -5.0725 -1.7643 -0.8762  0.210
14 O -4.0998 -2.8558 -0.9568  -0.514
15 O -7.2973 -0.8830 -0.2142  -0.542
16 H -6.2066 -2.2008 1.0370  0.034
17 H -6.7833 -2.8426 -0.5137  0.343
18 H -4.5623 -0.9599 -0.3463  -0.291
19 H -5.2972 -1.4036 -1.8800  0.677
20 H -4.3662 -3.3813 -1.7148  0.281
21 H -7.1167 -0.1023 0.3145  0.328
22 C -2.5030 0.0539 -4.5227  0.095
23 C -1.6233 -1.1374 -5.0014  -0.577
24 O -1.0126 -1.8264 -3.9329  -0.554
25 O -1.6373 1.1850 -4.2958  -0.539
26 H -2.8899 -0.1885 -3.5329  -0.152
27 H -3.3513 0.2516 -5.1779  0.394
28 H -0.9147 -0.7213 -5.7175  0.276
29 H -2.2198 -1.8673 -5.5488  0.510
30 H -0.4646 -1.1878 -3.4710  0.086
31 H -1.2025 1.0209 -3.4557  -0.246
32 C -4.3875 -1.7681 2.7972  -0.301
33 C -3.5623 -2.2920 4.0730  -0.765
34 O -2.2144 -2.4788 3.6581  -0.371
35 O -4.0924 -0.4221 2.5612  -0.313
36 H -5.4765 -1.7596 2.8444  0.520
37 H -4.1891 -2.3879 1.9228  0.060
38 H -3.9588 -3.2327 4.4551  0.390
39 H -3.6074 -1.6334 4.9404  0.378
40 H -1.6930 -2.4922 4.4640  0.236
41 H -4.6648 0.0944 3.1331  0.200
42 C -1.0209 0.5954 2.8794  -0.685
43 C 0.2844 1.3996 2.6244  -0.985
44 O 1.1649 0.8077 1.6711  1.298
45 O -1.7990 0.4613 1.6581  0.961
46 H -1.6181 1.0985 3.6399  0.789
47 H -0.9197 -0.4350 3.2204  0.271
48 H 0.7490 1.6851 3.5682  0.783
49 H -0.0523 2.3641 2.2442  -0.055
50 H 2.0679 1.0694 1.8653  -0.486
51 H -2.7099 0.2633 1.8873  -0.257
52 C 2.9514 -4.1946 -4.7334  -0.697
53 C 1.8265 -3.2675 -4.3538  -0.290
54 O 1.9023 -2.9884 -2.9892  0.255
55 O 3.0353 -5.4546 -4.0782  -0.666
56 H 3.7826 -3.5617 -4.4226  0.218
57 H 3.1089 -4.2957 -5.8072  0.408
58 H 0.9200 -3.8457 -4.5328  0.253
59 H 1.5808 -2.3995 -4.9656  0.456
60 H 2.2512 -2.0958 -2.9340  -0.175
61 H 2.7828 -5.3098 -3.1634  0.321
62 C -4.0483 3.4603 2.2012  -0.032
63 C -3.4125 4.8204 2.1724  -0.581
64 O -2.2358 4.8194 1.4201  -0.524
65 O -4.6995 3.2176 0.9551  -0.580
66 H -4.8531 3.4589 2.9363  0.396
67 H -3.2989 2.6916 2.3899  -0.236
68 H -3.2282 5.2282 3.1663  0.435
69 H -4.1501 5.5202 1.7795  0.275
70 H -2.4219 4.2739 0.6523  0.390
71 H -3.9556 3.4373 0.3895  0.520
72 C 2.8714 -2.1706 3.7319  0.329
73 C 4.4016 -2.3755 4.0803  -0.646
74 O 5.0395 -1.0757 4.1572  -0.516
75 O 2.2505 -1.4422 4.8228  -0.612
76 H 2.4306 -3.1634 3.6408  0.377
77 H 2.7561 -1.5683 2.8308  -0.141
78 H 5.0085 -2.9470 3.3780  0.236
79 H 4.5422 -2.9980 4.9639  0.335
80 H 4.6397 -0.5959 4.8862  0.310
81 H 2.6726 -0.5960 4.9879  0.327
82 C 0.0395 -2.4786 1.0478  0.221
83 C -1.1989 -2.8633 0.2858  -0.862
84 O -1.8030 -1.7016 -0.1931  0.838
85 O 0.9259 -1.6290 0.3390  1.720
86 H 0.6208 -3.3324 1.3959  0.710
87 H -0.3358 -1.8724 1.8722  -0.749
88 H -1.8912 -3.3848 0.9467  0.433
89 H -0.9795 -3.5543 -0.5281  0.391
90 H -2.6535 -1.9741 -0.5453  -0.415
91 H 1.7995 -2.0200 0.4130  -0.599
92 C 4.5023 2.6088 2.3480  -0.098
93 C 3.9991 3.7897 3.2068  -0.716
94 O 4.1055 3.5559 4.5433  -0.559
95 O 3.7364 1.4322 2.3335  -0.283
96 H 5.5011 2.5013 2.7710  0.359
97 H 4.6079 2.8855 1.2990  0.243
98 H 2.9698 4.0758 2.9907  0.126
99 H 4.5688 4.6840 2.9542  0.396
100 H 5.0128 3.6387 4.8459  0.351
101 H 4.3358 0.7322 2.0649  0.030
102 C 6.0538 -0.0366 -0.0567  -0.702
103 C 5.2218 -0.0417 -1.3301  -0.062
104 O 4.6054 -1.2985 -1.6697  -0.714
105 O 5.3736 -0.5763 1.0243  -0.284
106 H 6.3309 0.9937 0.1667  0.271
107 H 6.9968 -0.5587 -0.2187  0.491
108 H 5.9583 0.2723 -2.0697  0.279
109 H 4.4134 0.6893 -1.3152  -0.003
110 H 3.7953 -1.1217 -2.1535  0.550
111 H 6.0146 -0.9394 1.6399  0.126
112 C -5.6203 3.4624 -2.7751  -0.443
113 C -5.4751 1.9698 -3.1403  -0.261
114 O -5.1421 1.1963 -1.9862  -0.253
115 O -4.3728 4.2004 -2.7882  -0.571
116 H -6.0682 3.6204 -1.7940  0.188
117 H -6.2878 3.9195 -3.5056  0.382
118 H -4.7757 1.7832 -3.9552  0.016
119 H -6.3973 1.4226 -3.3357  0.385
120 H -4.4030 1.6009 -1.5261  0.073
121 H -3.8446 3.7538 -2.1224  0.185
122 C 2.4429 4.8667 -1.2451  -0.517
123 C 1.4711 5.1614 -0.0485  -0.465
124 O 1.1451 3.9887 0.7265  -0.549
125 O 1.9457 3.8867 -2.1264  -0.404
126 H 3.4525 4.5831 -0.9478  0.201
127 H 2.4896 5.7641 -1.8621  0.372
128 H 0.5272 5.5367 -0.4438  0.249
129 H 1.8561 5.8973 0.6574  0.418
130 H 0.4421 3.4479 0.3592  -0.190
131 H 2.0278 3.0045 -1.7570  -0.052
132 C 3.8218 -4.1430 0.3784  -0.634
133 C 3.7734 -5.0176 -0.8846  -0.666
134 O 2.4089 -5.2771 -1.3336  -0.746
135 O 3.2212 -2.8325 0.1905  0.436
136 H 4.8487 -4.0259 0.7247  0.326
137 H 3.2723 -4.6905 1.1441  0.288
138 H 4.2518 -5.9508 -0.5873  0.488
139 H 4.4745 -4.5813 -1.5961  0.284
140 H 2.0660 -4.4135 -1.5749  0.323
141 H 3.8678 -2.3076 -0.2871  -0.296

Its highest occupied orbital energy is -5.86 eV. Its spin multiplicity is 1. The value obtained for the HOMO-LUMO gap is 7.3 eV. As for the net charge: -1.